{"formula": "C61H48BrN3O6Pb", "method": "ωB97M-V/def2-TZVPD", "max_force_ev_per_a": 0.32, "total_energy_ev": -156082.7100, "e_above_lowest_kj_mol": 0.00, "mol_weight_g_mol": 1206.17, "e_lumo_ev": -0.28, "species": ["Pb", "C", "C", "C", "C", "N", "C", "C", "C", "C", "C", "C", "N", "C", "C", "C", "C", "C", "N", "H", "H", "H", "H", "H", "H", "H", "H", "H", "H", "H", "C", "C", "C", "O", "C", "C", "O", "C", "O", "C", "C", "C", "C", "C", "C", "C", "C", "C", "C", "C", "C", "C", "O", "C", "C", "C", "C", "C", "C", "C", "C", "C", "C", "C", "C", "H", "H", "H", "H", "H", "H", "H", "H", "H", "H", "H", "H", "H", "H", "H", "H", "H", "H", "H", "H", "H", "H", "H", "H", "H", "H", "H", "H", "C", "C", "C", "C", "C", "C", "C", "C", "H", "H", "H", "H", "H", "Br", "C", "C", "C", "C", "C", "C", "C", "O", "O", "H", "H", "H", "H"], "positions_angstrom": [[-0.081127, 0.545111, -0.140365], [-0.076982, 2.238634, -4.594104], [-1.360954, 2.065106, -5.069877], [-2.322858, 1.520208, -4.233222], [-1.976705, 1.176597, -2.934403], [-0.737497, 1.382614, -2.471687], [0.193803, 1.880687, -3.282290], [-2.970671, 0.551774, -2.009931], [-4.089537, -0.104537, -2.508320], [-4.967754, -0.686328, -1.613690], [-4.694833, -0.626348, -0.260852], [-3.534123, 0.015886, 0.159491], [-2.716276, 0.615104, -0.704249], [-3.106554, 0.001670, 1.593145], [-3.669327, -0.873361, 2.516691], [-3.197711, -0.866666, 3.819100], [-2.180625, 0.005943, 4.162432], [-1.666277, 0.829195, 3.173746], [-2.114342, 0.829719, 1.922597], [0.713818, 2.635728, -5.214273], [-1.618205, 2.340756, -6.084463], [-3.333848, 1.382799, -4.587719], [1.196634, 1.966766, -2.877756], [-4.259182, -0.190267, -3.571241], [-5.847395, -1.205025, -1.971609], [-5.366234, -1.084850, 0.449581], [-4.436860, -1.576162, 2.226990], [-3.608007, -1.551200, 4.549020], [-1.774721, 0.035725, 5.163660], [-0.843207, 1.502668, 3.386374], [2.464544, -5.901169, 0.390613], [1.125071, -5.321985, -0.031099], [0.242791, -6.403000, -0.628721], [1.347790, -4.259783, -0.945657], [0.819136, -3.034171, -0.464533], [0.278941, -3.350714, 0.931644], [0.420569, -4.751694, 1.078502], [0.962133, -2.678847, 2.151848], [0.886793, -1.223716, 1.831929], [2.418083, -3.076594, 2.304325], [2.789465, -4.041188, 3.233513], [4.115585, -4.429226, 3.358524], [5.087754, -3.852663, 2.556821], [4.726421, -2.882847, 1.631055], [3.402166, -2.493177, 1.503848], [0.151511, -2.918638, 3.424929], [-0.990076, -3.714002, 3.445838], [-1.695804, -3.908958, 4.627688], [-1.271919, -3.318371, 5.806727], [-0.127726, -2.531583, 5.798846], [0.578842, -2.340808, 4.622699], [-0.251791, -2.469564, -1.429036], [-0.837896, -1.346551, -0.832955], [0.366869, -2.064653, -2.773399], [1.730491, -2.011896, -3.018393], [2.214162, -1.567380, -4.244803], [1.341255, -1.183554, -5.245817], [-0.029677, -1.233883, -5.012421], [-0.505935, -1.663944, -3.788055], [-1.357028, -3.503438, -1.672959], [-1.239946, -4.476364, -2.662793], [-2.257402, -5.391674, -2.883368], [-3.408360, -5.359221, -2.106856], [-3.534686, -4.395569, -1.117326], [-2.519854, -3.469115, -0.910831], [2.857160, -6.522344, -0.415832], [2.332275, -6.522317, 1.276591], [3.180988, -5.114009, 0.604336], [0.628629, -6.697082, -1.605095], [-0.779287, -6.048758, -0.735325], [0.250045, -7.274756, 0.027394], [1.609447, -2.283640, -0.413744], [-0.777932, -3.080708, 0.973755], [2.037182, -4.504964, 3.857782], [4.385344, -5.186652, 4.083422], [6.123552, -4.151189, 2.656439], [5.478800, -2.417087, 1.007127], [3.153597, -1.707123, 0.799911], [-1.331533, -4.213791, 2.550543], [-2.576038, -4.539753, 4.620856], [-1.817375, -3.482449, 6.727713], [0.228235, -2.077856, 6.715580], [1.484549, -1.751756, 4.640308], [2.441821, -2.309397, -2.260690], [3.282669, -1.511046, -4.405058], [1.721568, -0.841645, -6.200440], [-0.725768, -0.939131, -5.788836], [-1.574763, -1.706156, -3.608583], [-0.342448, -4.512212, -3.267313], [-2.149283, -6.137551, -3.661088], [-4.202143, -6.075752, -2.277252], [-4.432051, -4.355839, -0.510299], [-2.630897, -2.687970, -0.170572], [1.727230, -0.446795, 2.459488], [2.499868, 0.245526, 3.061743], [3.573056, 0.886971, 3.769579], [3.366001, 1.424362, 5.041021], [4.421922, 1.973332, 5.750019], [5.695338, 1.990852, 5.197446], [5.908059, 1.459598, 3.932757], [4.855100, 0.911248, 3.218239], [2.370507, 1.403803, 5.466530], [4.251609, 2.387528, 6.735373], [6.520637, 2.419100, 5.751489], [6.899057, 1.472896, 3.497691], [5.012164, 0.495122, 2.231055], [2.989747, 4.818207, 2.696627], [3.888830, 3.752082, 1.409814], [5.213323, 4.019356, 1.108865], [5.846300, 3.243962, 0.145841], [5.153803, 2.246392, -0.524144], [3.829804, 1.980941, -0.199672], [3.200473, 2.724546, 0.791066], [3.017416, 0.977310, -0.990498], [3.054427, 1.067905, -2.217246], [2.306602, 0.158308, -0.306756], [5.737441, 4.818039, 1.614865], [6.882291, 3.442019, -0.098325], [5.626369, 1.682196, -1.317560], [2.176791, 2.508292, 1.069719]], "forces_ev_per_angstrom": [[0.1, 0.1, 0.0], [0.0, 0.0, 0.0], [0.0, 0.0, 0.0], [0.0, 0.1, 0.0], [0.0, 0.1, 0.0], [0.0, -0.1, -0.1], [0.0, 0.0, 0.0], [0.0, 0.1, 0.0], [0.0, 0.0, 0.0], [0.0, 0.0, 0.0], [0.0, 0.0, 0.0], [0.0, 0.0, 0.0], [0.0, 0.0, -0.1], [0.0, 0.0, -0.1], [0.0, 0.0, 0.0], [0.0, 0.0, 0.0], [0.0, 0.0, 0.0], [0.0, -0.1, 0.0], [0.0, 0.0, 0.0], [0.0, 0.0, 0.0], [0.0, 0.0, 0.0], [0.0, 0.0, 0.0], [0.0, 0.0, 0.0], [0.0, 0.0, 0.0], [0.0, 0.0, 0.0], [0.0, 0.0, 0.0], [0.0, 0.0, 0.0], [0.0, 0.0, 0.0], [0.0, 0.0, 0.0], [0.0, 0.0, 0.0], [0.0, 0.0, 0.1], [-0.1, 0.0, 0.0], [0.0, 0.0, 0.0], [0.0, 0.0, 0.0], [0.1, 0.1, 0.0], [0.0, -0.1, 0.0], [0.1, 0.0, 0.0], [0.0, 0.0, -0.1], [-0.1, -0.1, 0.0], [0.0, 0.0, 0.0], [0.0, -0.1, 0.0], [0.0, 0.0, 0.0], [0.0, 0.0, 0.0], [0.0, 0.0, 0.0], [0.0, 0.0, 0.0], [0.0, 0.1, 0.0], [0.0, 0.0, 0.0], [0.0, 0.0, 0.0], [0.0, 0.0, 0.0], [0.0, 0.0, 0.0], [0.0, 0.0, 0.0], [-0.1, 0.1, 0.0], [0.1, -0.1, 0.1], [0.0, 0.0, 0.0], [0.0, 0.0, 0.0], [0.0, 0.0, 0.0], [0.0, 0.0, 0.0], [0.0, 0.0, 0.0], [0.0, 0.0, 0.0], [0.0, 0.0, 0.0], [0.0, 0.0, 0.0], [0.0, 0.0, 0.0], [0.0, 0.0, 0.0], [0.0, 0.0, 0.0], [0.0, 0.0, 0.0], [0.0, 0.0, 0.0], [0.0, 0.0, 0.0], [0.0, 0.1, 0.1], [0.0, 0.0, 0.0], [0.0, 0.0, 0.0], [0.0, 0.0, 0.0], [0.0, 0.0, 0.0], [0.0, 0.0, 0.0], [0.0, 0.0, 0.0], [0.0, 0.0, 0.0], [0.0, 0.0, 0.0], [0.0, 0.0, 0.0], [0.0, 0.0, 0.0], [0.0, 0.0, 0.0], [0.0, 0.0, 0.0], [0.0, 0.0, 0.0], [0.0, 0.0, 0.0], [0.0, 0.0, 0.0], [0.0, 0.0, 0.0], [0.0, 0.0, 0.0], [0.0, 0.0, 0.0], [0.0, 0.0, 0.0], [0.0, 0.0, 0.0], [0.0, 0.0, 0.0], [0.0, 0.0, 0.0], [0.0, 0.0, 0.0], [0.0, 0.0, 0.0], [0.0, 0.0, 0.0], [-0.1, 0.1, 0.3], [0.0, -0.1, 0.1], [-0.1, 0.0, 0.1], [0.0, 0.0, 0.0], [0.0, 0.0, 0.0], [0.0, 0.0, 0.0], [0.0, 0.0, 0.0], [0.0, 0.0, 0.0], [0.0, 0.0, 0.0], [0.0, 0.0, 0.0], [0.0, 0.0, 0.0], [0.0, 0.0, 0.0], [0.0, 0.0, 0.0], [0.0, 0.0, 0.1], [0.0, 0.0, 0.0], [0.0, 0.0, 0.0], [0.0, 0.0, 0.0], [0.0, 0.0, 0.0], [0.0, 0.0, 0.0], [0.0, 0.0, 0.0], [0.0, 0.0, -0.1], [0.0, 0.0, 0.0], [0.0, 0.0, -0.2], [0.0, 0.0, 0.0], [0.0, 0.0, 0.0], [0.0, 0.0, 0.0], [0.0, 0.0, 0.0]], "lowdin_charge": [1.54, -0.04, -0.05, -0.01, -0.22, 0.03, -0.09, -0.21, 0.00, -0.03, -0.01, -0.21, 0.10, -0.22, 0.00, -0.05, -0.05, -0.13, 0.05, 0.12, 0.11, 0.11, 0.10, 0.11, 0.12, 0.11, 0.11, 0.11, 0.11, 0.12, 0.02, -0.54, 0.02, 0.01, -0.16, -0.16, 0.00, -0.21, -0.07, -0.14, -0.02, -0.07, -0.08, -0.06, -0.02, -0.13, -0.01, -0.08, -0.09, -0.08, -0.02, -0.40, -0.35, -0.14, -0.01, -0.07, -0.09, -0.09, -0.04, -0.13, -0.04, -0.08, -0.10, -0.08, -0.02, 0.09, 0.10, 0.07, 0.10, 0.07, 0.09, 0.12, 0.13, 0.13, 0.10, 0.10, 0.11, 0.10, 0.11, 0.11, 0.10, 0.11, 0.12, 0.12, 0.11, 0.10, 0.10, 0.12, 0.13, 0.10, 0.10, 0.10, 0.10, -0.18, 0.05, -0.23, -0.04, -0.09, -0.09, -0.08, -0.03, 0.11, 0.10, 0.10, 0.10, 0.11, 0.73, -0.68, -0.14, -0.07, -0.03, -0.13, -0.09, -0.64, 0.02, -0.23, 0.10, 0.10, 0.12, 0.09]}